*A*
# C2H7O2

2 unconnected molecules or ions with the total composition C2H7O2 (ωB97M-V/def2-TZVPD, OMol25).

Properties
Orbital gap (alpha / beta) ... 11.95 / 8.51 eV
E_HOMO (alpha / beta) ... -11.087 / -10.766 eV
Multiplicity ... 2

```
11
C2H7O2 | OMol25 | ωB97M-V/def2-TZVPD
O 2.26 -2.00 0.15
O -0.14 -0.88 0.47
C -0.10 0.18 -0.38
C -1.39 1.05 0.03
H -1.82 0.66 0.95
H 2.50 -1.13 0.52
H -2.16 1.03 -0.74
H -0.19 -0.09 -1.42
H -1.01 2.00 0.43
H 1.31 -1.70 0.22
H 0.74 0.89 -0.23
```

The molecule's natural (NBO) atomic charges, reported in e, are given here: -0.911, -0.332, -0.113, -0.595, 0.230, 0.451, 0.230, 0.187, 0.228, 0.460, 0.166

***

*B*
# C2H7O2

2 unconnected molecules or ions with the total composition C2H7O2 (ωB97M-V/def2-TZVPD, OMol25).

Properties
Orbital gap (alpha / beta) ... 12.01 / 8.50 eV
E_HOMO (alpha / beta) ... -11.118 / -10.824 eV
Multiplicity ... 2

```
11
C2H7O2 | OMol25 | ωB97M-V/def2-TZVPD
O 0.28 -0.85 -0.56
O 2.68 -1.25 0.26
C -0.37 0.00 0.26
C -1.33 0.98 -0.40
H -0.96 1.33 -1.36
H -2.26 0.50 -0.72
H -0.84 -0.50 1.12
H 1.96 -0.90 -0.30
H -1.66 1.81 0.22
H 0.36 0.72 0.70
H 2.13 -1.83 0.79
```

The molecule's natural (NBO) atomic charges, reported in e, are given here: -0.314, -0.923, -0.139, -0.633, 0.224, 0.213, 0.168, 0.467, 0.222, 0.255, 0.460

***

Need the numbers? Relative energies in kcal/mol: *A* 8.6; *B* 0.0.

***

*A*
# C8H12N4O

C8H12N4O in the gas phase (ωB97M-V/def2-TZVPD, OMol25).

Properties
Orbital gap (alpha / beta) ... 8.45 / 6.48 eV
E_HOMO (alpha / beta) ... -8.581 / -6.977 eV

```
25
C8H12N4O | OMol25 | ωB97M-V/def2-TZVPD
O 0.68 2.90 0.01
N -0.05 -0.30 -0.70
N -1.07 -1.27 -0.79
N 1.31 1.29 1.45
N 1.30 0.12 2.12
C -1.83 0.71 0.10
C -2.15 -0.58 -0.34
C 0.48 1.81 0.51
C 2.47 2.15 1.78
C -3.54 -1.16 -0.51
C 1.13 -0.75 -1.24
C -0.49 0.91 -0.14
C 1.31 -2.11 -1.77
H -2.53 1.16 0.67
H 2.31 2.88 2.70
H 1.84 -2.20 -2.70
H 0.31 -2.55 -1.93
H 3.29 1.54 2.03
H -4.30 -0.46 -0.40
H 1.87 -0.08 -1.52
H 0.55 -0.53 2.00
H 1.84 -2.72 -1.04
H 2.60 2.78 0.90
H -3.63 -1.74 -1.54
H -3.71 -1.79 0.35
```

The molecule's natural (NBO) atomic charges, reported in e, are given here: -0.549, -0.172, -0.294, -0.219, -0.384, -0.300, 0.163, 0.603, -0.421, -0.644, 0.050, 0.047, -0.686, 0.223, 0.208, 0.225, 0.257, 0.220, 0.220, 0.187, 0.337, 0.226, 0.239, 0.236, 0.225

***

*B*
# C8H12N4O

C8H12N4O in the gas phase (ωB97M-V/def2-TZVPD, OMol25).

Properties
Orbital gap ... 8.21 eV
SMILES string ... C=c1cc(O)n2c(n(C)[nH]1)=NCC2
E_HOMO ... -7.615 eV

```
25
C8H12N4O | OMol25 | ωB97M-V/def2-TZVPD
O 0.49 -2.94 0.17
N 0.90 -0.69 -0.15
N 1.97 1.25 0.16
N -1.51 0.91 -0.56
N -0.43 1.31 0.32
C -0.06 -1.64 0.14
C -2.20 -0.30 -0.06
C -1.44 -1.46 0.17
C 3.04 0.25 -0.04
C -0.37 2.74 0.35
C -3.46 -0.22 0.20
C 2.30 -1.12 -0.24
C 0.88 0.63 0.23
H -1.88 -2.44 0.53
H -0.24 -3.52 -0.03
H -4.21 -1.07 0.29
H 0.50 3.00 1.10
H 3.70 0.39 0.79
H -3.92 0.68 -0.15
H -1.31 3.09 0.60
H 2.58 -1.80 0.54
H -0.13 3.05 -0.73
H -1.26 0.74 -1.47
H 3.70 0.68 -0.93
H 2.35 -1.54 -1.21
```

The molecule's natural (NBO) atomic charges, reported in e, are given here: -0.687, -0.459, -0.492, -0.465, -0.298, 0.533, 0.117, -0.419, -0.255, -0.391, -0.411, -0.228, 0.562, 0.209, 0.491, 0.203, 0.228, 0.209, 0.203, 0.207, 0.214, 0.170, 0.347, 0.201, 0.211

***

Need the numbers? Relative energies in kcal/mol: *A* 32.0; *B* 0.0.

***

*A*
# C2H11NO2

3 unconnected molecules or ions with the total composition C2H11NO2 (ωB97M-V/def2-TZVPD, OMol25).

Properties
Orbital gap ... 8.93 eV
SMILES string ... CNC.O.O
E_HOMO ... -8.567 eV

```
16
C2H11NO2 | OMol25 | ωB97M-V/def2-TZVPD
O 0.29 -5.73 -0.55
O -1.09 -0.96 -1.44
N -0.24 2.35 0.92
C 0.59 2.93 1.90
C 0.43 2.32 -0.46
H 1.25 1.61 -0.30
H 0.30 2.73 3.01
H 0.77 4.04 1.76
H 1.76 2.67 1.59
H -0.77 -1.70 -1.97
H 0.97 -5.45 -1.25
H 0.87 3.26 -0.70
H -1.71 -1.38 -0.78
H -0.29 1.94 -1.23
H -0.11 -4.95 -0.20
H -1.13 2.87 0.96
```

The molecule's natural (NBO) atomic charges, reported in e, are given here: -0.944, -0.937, -0.641, -0.414, -0.416, 0.197, 0.206, 0.152, 0.179, 0.466, 0.475, 0.168, 0.472, 0.217, 0.469, 0.351

***

*B*
# C2H11NO2

3 unconnected molecules or ions with the total composition C2H11NO2 (ωB97M-V/def2-TZVPD, OMol25).

Properties
Orbital gap ... 10.72 eV
SMILES string ... CCN.O.O
E_HOMO ... -9.878 eV

```
16
C2H11NO2 | OMol25 | ωB97M-V/def2-TZVPD
O -1.20 1.84 0.99
O -2.46 0.79 -1.10
N 0.70 0.15 0.90
C 1.58 -1.70 -0.53
C 0.55 -0.58 -0.37
H 1.55 0.70 0.92
H 0.63 -0.48 1.67
H 1.50 -2.14 -1.53
H -2.25 1.23 -0.25
H 2.55 -1.21 -0.46
H -0.47 -0.96 -0.44
H 0.54 0.20 -1.14
H -0.27 1.21 0.94
H -1.49 1.99 1.91
H 1.39 -2.52 0.15
H -2.86 1.48 -1.66
```

The molecule's natural (NBO) atomic charges, reported in e, are given here: -1.066, -0.996, -0.808, -0.627, -0.228, 0.377, 0.377, 0.220, 0.506, 0.203, 0.217, 0.210, 0.481, 0.465, 0.209, 0.460

***

Need the numbers? Relative energies in kcal/mol: *A* 32.8; *B* 0.0.

***

*A*
# C21H12I2N7O5SSr

A molecular structure, C21H12I2N7O5SSr (ωB97M-V/def2-TZVPD, OMol25).

Properties
Orbital gap ... 6.91 eV
E_HOMO ... -6.201 eV
Net charge ... -1

```
49
C21H12I2N7O5SSr | OMol25 | ωB97M-V/def2-TZVPD
I 0.00 1.46 -3.47
I 1.64 3.18 -4.75
Sr -0.34 1.31 -0.03
S -3.61 -2.80 -1.09
O -1.47 0.09 -1.82
O -3.70 -3.18 0.30
O -4.72 -3.14 -1.94
O -1.47 3.42 1.10
O 1.15 4.83 2.62
N -2.25 0.76 1.70
N 0.30 2.71 2.37
N 3.94 -2.74 -2.55
N 2.00 2.62 0.07
N 2.94 -2.34 -0.31
N 1.22 -0.64 0.11
N -3.24 -1.21 -1.19
C -1.66 -4.70 -2.00
C -0.05 -2.46 -2.59
C 2.97 2.36 -0.81
C 3.45 -2.52 -1.52
C 2.05 -1.43 -0.13
C -0.39 -4.86 -2.52
C 1.16 3.74 2.08
C 4.24 2.89 -0.70
C -3.32 -0.48 3.43
C -0.97 2.76 2.04
C -2.98 -0.29 2.10
C 4.52 3.74 0.35
C -2.04 -1.05 -1.69
C 3.51 4.03 1.26
C -2.10 -3.41 -1.78
C -1.32 -2.31 -2.07
C -2.08 1.49 3.97
C 0.42 -3.75 -2.81
C 2.27 3.43 1.09
C -2.86 0.42 4.37
C -1.81 1.63 2.62
H -2.28 -5.55 -1.76
H -1.67 2.21 4.67
H 5.00 2.63 -1.43
H 5.50 4.18 0.47
H -3.29 -0.98 1.33
H 2.72 1.68 -1.62
H -3.10 0.29 5.42
H 0.58 -1.60 -2.79
H 0.00 -5.85 -2.70
H -3.92 -1.33 3.71
H 3.66 4.70 2.10
H 1.42 -3.90 -3.19
```

The molecule's natural (NBO) atomic charges, reported in e, are given here: 0.098, -0.127, 1.819, 2.289, -0.853, -0.959, -0.939, -0.731, -0.576, -0.518, -0.698, -0.519, -0.505, -0.702, -0.759, -0.816, -0.217, -0.166, 0.053, 0.447, 0.583, -0.196, 0.653, -0.248, -0.258, 0.540, 0.061, -0.161, 0.637, -0.214, -0.235, -0.166, -0.234, -0.200, 0.118, -0.156, 0.142, 0.225, 0.230, 0.226, 0.215, 0.244, 0.208, 0.212, 0.232, 0.212, 0.226, 0.240, 0.241

***

*B*
# C21H12I2N7O5SSr

A molecular structure, C21H12I2N7O5SSr (ωB97M-V/def2-TZVPD, OMol25).

Properties
Orbital gap ... 6.49 eV
E_HOMO ... -5.735 eV
Net charge ... -1

```
49
C21H12I2N7O5SSr | OMol25 | ωB97M-V/def2-TZVPD
I -3.39 1.86 0.01
I -5.50 1.85 -1.62
Sr -0.16 0.55 -1.06
S -0.45 2.30 2.60
O -1.06 -0.89 0.89
O -0.27 -3.15 -3.96
O -1.48 3.25 2.90
O 0.89 2.78 2.39
O 2.33 -2.18 -2.89
N 0.23 2.95 -1.71
N -0.89 1.31 1.39
N 1.92 -0.64 -0.02
N 1.91 4.72 -1.58
N -1.49 0.09 -3.28
N 4.21 4.63 -0.66
N 0.16 -1.77 -2.15
C -0.63 -0.21 3.19
C -0.11 1.07 5.17
C -1.41 -1.09 -3.89
C 1.07 3.75 -1.60
C 2.42 -0.48 1.21
C 2.56 -2.95 0.05
C 1.49 -1.98 -2.02
C -2.13 -1.38 -5.05
C -0.32 -1.35 5.25
C 3.12 4.63 -1.06
C -0.59 -1.40 3.89
C 2.01 -1.85 -0.59
C -3.02 0.84 -4.95
C -2.27 1.04 -3.80
C -0.88 0.00 1.72
C 3.00 -1.52 1.91
C -0.39 1.00 3.82
C -2.95 -0.39 -5.58
C -0.08 -0.13 5.88
C -0.43 -2.12 -3.33
C 3.06 -2.78 1.32
H 3.39 -1.35 2.91
H -2.01 -2.35 -5.50
H -3.64 1.64 -5.33
H -0.77 -2.34 3.38
H 3.49 -3.61 1.87
H -2.29 1.99 -3.28
H 0.13 -0.11 6.95
H 0.08 2.02 5.66
H -3.52 -0.58 -6.48
H 2.58 -3.90 -0.47
H 2.34 0.52 1.64
H -0.28 -2.26 5.83
```

The molecule's natural (NBO) atomic charges, reported in e, are given here: 0.081, -0.104, 1.807, 2.310, -0.687, -0.589, -0.934, -0.934, -0.614, -0.785, -1.009, -0.530, -0.700, -0.513, -0.501, -0.819, -0.164, -0.217, 0.128, 0.585, 0.044, -0.232, 0.615, -0.217, -0.212, 0.447, -0.162, 0.167, -0.253, 0.045, 0.629, -0.270, -0.221, -0.163, -0.196, 0.649, -0.155, 0.221, 0.247, 0.221, 0.235, 0.211, 0.214, 0.213, 0.232, 0.213, 0.233, 0.223, 0.213

***

Need the numbers? Relative energies in kcal/mol: *A* 6.9; *B* 0.0.

***

*A*
# C3H6NP

2 unconnected molecules or ions with the total composition C3H6NP (ωB97M-V/def2-TZVPD, OMol25).

Properties
Orbital gap (alpha / beta) ... 8.37 / 6.77 eV
E_HOMO (alpha / beta) ... -9.197 / -8.183 eV

```
11
C3H6NP | OMol25 | ωB97M-V/def2-TZVPD
P 1.39 -0.83 -0.13
N -1.29 1.35 -0.13
C -1.67 0.27 -0.15
C 1.58 0.99 -0.16
C -1.84 -1.12 -0.13
H 0.41 1.22 0.07
H -1.84 -1.80 -1.08
H -2.14 -1.56 0.89
H 1.23 -1.38 1.24
H 1.95 1.49 -1.12
H 2.20 1.38 0.69
```

The molecule's natural (NBO) atomic charges, reported in e, are given here: 0.388, -0.369, 0.223, -1.027, -0.474, 0.296, 0.257, 0.238, -0.037, 0.262, 0.245

***

*B*
# C3H6NP

2 unconnected molecules or ions with the total composition C3H6NP (ωB97M-V/def2-TZVPD, OMol25).

Properties
Orbital gap (alpha / beta) ... 8.08 / 8.06 eV
E_HOMO (alpha / beta) ... -9.282 / -9.707 eV

```
11
C3H6NP | OMol25 | ωB97M-V/def2-TZVPD
P 0.48 -0.96 0.28
N -3.05 0.50 0.20
C 0.56 0.89 0.18
C -1.24 -1.21 -0.20
C -2.22 -0.26 -0.04
H -1.52 -2.19 -0.55
H -0.21 1.36 0.79
H -0.09 -0.76 -2.27
H 0.41 1.17 -0.87
H 0.27 -0.98 1.68
H 1.54 1.22 0.50
```

The molecule's natural (NBO) atomic charges, reported in e, are given here: 0.570, -0.263, -0.923, -0.500, 0.180, 0.246, 0.236, 0.018, 0.235, -0.040, 0.240

***

Need the numbers? Relative energies in kcal/mol: *A* 0.0; *B* 7.5.

***

*A*
# C31H30FeIN9S

A molecular structure, C31H30FeIN9S (ωB97M-V/def2-TZVPD, OMol25).

Properties
Orbital gap (alpha / beta) ... 6.15 / 6.15 eV
E_HOMO (alpha / beta) ... -6.837 / -6.838 eV

```
73
C31H30FeIN9S | OMol25 | ωB97M-V/def2-TZVPD
I 4.00 4.67 -2.79
Fe -1.26 -0.58 0.59
S -1.45 -2.19 2.31
N 1.84 1.01 -2.64
N -1.30 -2.41 -0.22
N -1.18 1.02 1.58
N -2.22 1.71 1.83
N -1.13 2.16 -2.86
N -1.09 0.44 -1.10
N 0.75 -0.53 0.85
N -3.19 -0.11 0.69
N 1.97 1.30 -1.34
C 2.65 1.98 2.75
C -1.14 1.23 -1.94
C 1.10 0.50 1.62
C -3.35 1.06 1.34
C -4.27 -0.76 0.25
C -1.14 -4.55 0.81
C 1.91 -2.05 -0.64
C -1.17 -2.97 -1.43
C -1.30 -3.16 0.89
C 2.15 -2.33 1.73
C -1.67 1.94 -4.20
C 2.72 -3.16 -0.85
C 1.63 -1.62 0.65
C -1.62 4.55 -2.86
C 2.66 2.44 -1.12
C -0.58 3.48 -2.57
C 2.95 -3.44 1.52
C 1.62 2.89 3.07
C -4.61 1.62 1.54
C 2.47 1.99 -3.27
C -5.55 -0.27 0.41
C -5.72 0.95 1.07
C 2.42 0.82 2.07
C -1.01 -5.13 -0.44
C 2.99 2.93 -2.36
C -1.04 -4.33 -1.59
C -2.72 3.00 -4.51
C 0.07 1.42 1.98
C -2.16 4.40 -4.28
C 3.24 -3.86 0.23
C 0.33 2.61 2.69
H -2.93 5.15 -4.47
H -0.85 2.00 -4.92
H -6.71 1.36 1.21
H 2.93 -3.49 -1.86
H 2.85 2.80 -0.12
H 3.87 -4.73 0.06
H -3.59 2.84 -3.86
H -0.25 3.50 -1.53
H 3.35 -3.98 2.37
H 1.84 3.80 3.62
H -4.68 2.56 2.07
H 1.58 0.67 -0.64
H -1.17 5.54 -2.72
H -4.07 -1.70 -0.24
H 2.52 2.00 -4.35
H -2.44 4.46 -2.14
H -1.35 4.59 -4.99
H -1.17 -2.29 -2.27
H -0.89 -6.20 -0.53
H -0.49 3.27 2.92
H -2.08 0.93 -4.25
H 1.49 -1.51 -1.49
H 0.31 3.63 -3.20
H 1.89 -2.02 2.74
H 3.66 2.20 3.07
H -3.06 2.88 -5.54
H -1.12 -5.14 1.71
H -0.93 -4.76 -2.57
H 3.23 0.15 1.83
H -6.39 -0.83 0.04
```

The molecule's Löwdin atomic charges, reported in e, are given here: 0.834, 0.195, 0.700, 0.047, -0.060, -0.063, 0.114, -0.081, 0.203, -0.027, 0.026, 0.004, -0.090, -0.183, -0.254, -0.300, -0.099, -0.079, -0.042, -0.138, -0.725, -0.045, -0.135, -0.086, -0.298, -0.171, -0.152, -0.137, -0.083, -0.102, -0.006, -0.238, -0.058, -0.065, -0.030, -0.072, -0.806, -0.077, -0.178, -0.192, -0.199, -0.102, -0.024, 0.110, 0.128, 0.107, 0.101, 0.112, 0.096, 0.118, 0.130, 0.101, 0.095, 0.112, 0.093, 0.116, 0.117, 0.101, 0.119, 0.116, 0.108, 0.105, 0.105, 0.128, 0.094, 0.113, 0.114, 0.105, 0.113, 0.105, 0.097, 0.113, 0.103

***

*B*
# C31H30FeIN9S

A molecular structure, C31H30FeIN9S (ωB97M-V/def2-TZVPD, OMol25).

Properties
Orbital gap (alpha / beta) ... 5.94 / 6.07 eV
E_HOMO (alpha / beta) ... -6.607 / -6.695 eV

```
73
C31H30FeIN9S | OMol25 | ωB97M-V/def2-TZVPD
I 5.59 -0.80 5.00
Fe 0.66 -1.34 -0.44
S 0.79 -2.76 -2.43
N 1.96 -0.29 2.97
N -1.14 -0.71 -1.15
N 2.75 -0.14 1.91
N -0.94 2.87 0.54
N 0.23 0.70 0.78
N -0.41 -2.14 0.86
N 1.88 -0.55 -1.76
N 0.08 -2.91 1.76
N 1.99 -2.55 0.43
C 3.99 -0.25 2.37
C -1.42 -0.13 -2.39
C 3.46 -4.29 1.98
C 3.25 -2.83 0.11
C -1.78 3.88 2.62
C -2.65 -2.13 1.87
C -2.27 2.87 -0.09
C -3.37 2.84 0.97
C -2.10 -1.02 -0.29
C 3.98 -0.50 3.75
C -0.70 3.91 1.54
C -3.49 -0.64 -0.37
C -2.35 -0.69 -3.28
C 3.43 0.81 -2.93
C 1.43 -3.15 1.49
C -2.57 -0.11 -4.52
C -1.73 -1.78 0.87
C 2.15 -4.02 2.30
C 1.83 -1.43 -2.77
C -0.71 1.00 -2.79
C -0.32 1.71 0.67
C -3.16 3.97 1.99
C -4.35 -0.99 0.63
C -3.95 -1.74 1.76
C -1.87 1.02 -4.91
C 2.65 -0.52 4.11
C 3.37 -0.08 -4.02
C 2.57 -1.20 -3.94
C 2.67 0.53 -1.82
C 4.02 -3.70 0.85
C -0.94 1.57 -4.04
H -3.34 1.87 1.48
H 0.02 1.42 -2.12
H 3.63 -2.34 -0.77
H -3.93 3.93 2.76
H 4.05 -4.96 2.60
H -1.69 2.94 3.18
H 4.05 1.69 -2.97
H 2.16 -0.67 5.05
H 0.97 -0.24 2.82
H -2.31 -2.71 2.72
H -2.04 1.46 -5.88
H -2.86 -1.60 -2.99
H -3.83 -0.07 -1.21
H -0.71 4.87 1.02
H -3.27 4.93 1.48
H -0.37 2.45 -4.33
H -5.39 -0.67 0.55
H -2.34 2.01 -0.76
H 0.30 3.76 1.96
H 3.95 0.11 -4.91
H 2.66 1.17 -0.95
H -4.68 -1.99 2.53
H 2.50 -1.91 -4.76
H -3.28 -0.57 -5.20
H -2.34 3.78 -0.70
H 1.66 -4.47 3.16
H -4.34 2.93 0.48
H 5.04 -3.89 0.56
H -1.61 4.69 3.32
H 4.83 -0.19 1.70
```

The molecule's Löwdin atomic charges, reported in e, are given here: 0.833, 0.335, 0.694, -0.022, -0.008, 0.028, -0.076, 0.211, -0.064, -0.078, 0.107, 0.018, -0.213, -0.303, -0.058, -0.120, -0.179, -0.028, -0.128, -0.175, -0.235, -0.795, -0.141, -0.035, -0.040, -0.079, -0.315, -0.083, -0.205, -0.008, -0.750, -0.048, -0.220, -0.198, -0.090, -0.104, -0.103, -0.160, -0.077, -0.084, -0.139, -0.053, -0.085, 0.111, 0.093, 0.114, 0.111, 0.109, 0.118, 0.095, 0.114, 0.117, 0.104, 0.095, 0.120, 0.105, 0.127, 0.115, 0.100, 0.103, 0.102, 0.127, 0.104, 0.105, 0.093, 0.103, 0.101, 0.132, 0.112, 0.118, 0.105, 0.113, 0.104

***

Need the numbers? Relative energies in kcal/mol: *A* 0.0; *B* 21.4.